Formula: C17H30NO2P2Rh
Source: the Open Molecules 2025 dataset
Level of theory: ωB97M-V/def2-TZVPD

Last column: Löwdin spin population.
Element x y z (Å)
C  3.396883  0.706605  0.033543  0.005
P  1.822658  1.515982  0.460835  0.022
H  -1.617308  -0.443328  5.112664  0.014
H  0.019617  -2.903616  -3.384273  0.003
O  -0.655762  -2.857272  -2.679466  0.074
C  0.173249  -1.613499  4.774177  0.302
C  0.761483  2.769406  -3.262808  0.205
C  -0.908663  -0.243540  3.078003  0.299
H  1.019895  -1.089218  -0.277793  0.004
H  0.519016  -1.984658  -0.207933  0.005
H  -3.141002  1.601574  -0.530158  0.000
H  1.956952  -2.655183  4.126644  0.012
H  -0.709709  1.463274  0.793311  0.004
O  0.303144  -3.069227  -0.494973  0.010
H  0.445006  -3.673688  0.260127  0.003
H  1.139495  3.648573  -0.433873  0.011
C  1.110161  -1.466674  2.533047  0.299
H  -2.844324  -2.100499  1.084246  0.002
C  0.762558  2.182364  -1.988696  0.198
H  3.284451  0.193556  -0.930229  0.000
H  -4.279420  0.233998  -0.789605  0.000
H  -2.606371  -0.597811  -2.853332  0.016
H  -3.639199  0.586684  0.852828  0.004
C  -0.799020  1.109312  -3.981416  0.265
H  1.393688  3.637331  -3.411581  0.004
C  1.605950  2.765963  -0.874265  0.029
C  -0.809353  0.560863  -2.687509  0.132
H  -0.166764  -3.124290  -1.636222  0.001
C  -3.407388  0.580203  -0.220790  0.024
H  -1.771821  -2.891764  -0.089014  0.000
H  0.208331  -2.008636  5.791927  0.009
H  4.204352  1.451816  -0.027836  0.001
H  3.025591  3.015136  1.933633  0.000
H  -0.009247  2.642418  -5.262001  0.019
P  -2.011889  -0.528005  -0.494560  0.055
H  1.248882  3.024597  2.238728  0.001
N  0.017128  1.101228  -1.727220  0.277
H  -1.693792  0.441805  2.761892  0.015
C  -0.854805  -0.739170  4.389664  0.256
H  3.626961  -0.037077  0.805550  0.001
C  0.077028  -0.615183  2.171317  0.288
H  2.239028  1.654638  2.807649  0.002
C  2.119392  2.396614  2.009314  0.007
Rh  0.029423  0.149249  0.236343  0.149
H  2.590582  3.080749  -1.243016  0.004
H  1.882023  -1.712753  1.803456  0.017
C  -1.694392  -0.531493  -2.283866  0.332
C  -2.577418  -2.158060  0.024493  0.008
C  -0.009814  2.217159  -4.273287  0.298
C  1.152585  -1.974132  3.845491  0.254
H  -1.034884  -1.893922  -2.596228  0.047
H  -1.439598  0.634245  -4.718704  0.009
H  -3.453580  -2.452662  -0.568210  0.001

Atoms 1-2, force components in eV/Å:
C 0.28 0.29 0.10
P -0.11 -0.76 -0.19

Calculated values
2S+1   5
Frontier orbital gap (spin up / spin down)   3.5 / 5.4 eV
Highest occupied orbital energy (spin up / spin down)   -3.16 / -7.70 eV
Electronic energy   -45278.1334 eV
Charge   0

=====

Formula: C4H8O3
Source: the Open Molecules 2025 dataset
Level of theory: ωB97M-V/def2-TZVPD

Last column: Mulliken charge in e.
Element x y z (Å)
O  2.018738  0.103180  0.933541  -0.528
H  -1.039368  -2.017613  0.262909  0.302
H  2.660923  0.787663  0.702957  0.354
H  0.953430  -1.100926  -1.634542  0.344
O  1.393352  -1.159659  -0.776836  -0.531
O  0.998488  1.106329  -0.897089  -0.605
C  -0.497803  0.033975  0.592618  0.166
H  -0.258706  2.209234  0.629948  0.247
C  -1.424672  -1.022708  0.039361  -1.396
C  -0.499105  1.356130  0.004122  -0.532
H  -2.423985  -0.938429  0.471659  0.389
H  -1.157515  1.574988  -0.830669  0.275
C  1.152187  0.011282  -0.120201  0.796
H  -1.520219  -0.933559  -1.044901  0.322
H  -0.355746  -0.009886  1.667123  0.398

Atoms 1-2, force components in eV/Å:
O 0.48 0.44 0.03
H 0.00 0.02 0.01

Calculated values
2S+1   1
Frontier orbital gap   9.8 eV
Highest occupied orbital energy   -8.98 eV
Electronic energy   -10418.1513 eV
Charge   0

=====

| no. | maximum force (Eh/bohr) |
| --- | --- |
| 1 | 0.077 |
| 2 | 0.084 |